Molecular formula: C4H14N2O4
Method: DFT, ωB97M-V/def2-TZVPD

```
! wB97M-V def2-TZVPD RIJCOSX def2/J DEFGRID3
* xyz 1 2
O 1.932 0.602 -0.304
C 0.798 0.726 0.081
N -0.160 1.358 -0.645
C -1.567 1.601 -0.390
O -1.799 2.957 -0.110
C 0.422 0.149 1.486
C 1.431 -0.977 1.861
N -0.872 -0.435 1.510
H 0.204 2.019 -1.324
H -2.209 1.416 -1.240
H -1.814 1.051 0.534
H -1.240 3.283 0.598
H 0.443 1.012 2.128
H 1.373 -1.765 1.095
H 2.405 -0.664 1.463
H 1.295 -1.188 2.906
H -1.293 -0.731 2.389
H -1.098 -0.988 0.670
H 1.712 -0.435 -2.397
H 1.845 -1.883 -2.440
O 1.480 -1.172 -2.985
H -0.569 -1.388 -1.699
H -1.788 -2.321 -1.809
O -0.930 -2.225 -1.378
*
```

Summary:
- maximum force (eV/A) = 2.258
- energy above the lowest of the compared OMol25 structures with the same formula, charge and spin (kJ/mol) = 84.9
- molecular weight (g mol⁻¹) = 154.17
- frontier orbital gap (alpha / beta) (eV) = 10.9 / 6.0
- highest occupied orbital energy (alpha / beta) (eV) = -14.45 / -14.45